Record 1
The following is a quantum chemistry calculation of 14 unconnected molecules or ions with the total composition C48H113N2O15, from the Open Molecules 2025 dataset.

Molecular weight (g mol⁻¹): 958.4
Calculated total energy (eV): -85291.6202

Geometry as ORCA input:
```
! RIJCOSX wB97M-V def2-TZVPD def2/J DEFGRID3
* xyz 1 1
C 1.732 -4.547 0.851
C 0.970 -4.093 -0.405
C 1.638 -4.588 -1.696
C 2.673 -3.599 -2.256
C 2.072 -2.287 -2.766
C 0.861 -2.473 -3.694
C 0.635 -1.260 -4.627
C -0.585 -0.410 -4.246
C -1.892 -0.924 -4.924
C -2.804 -1.612 -3.912
C -3.298 -0.680 -2.846
N -3.393 0.636 -3.031
C -3.862 1.236 -1.875
C -4.039 2.723 -1.770
O -3.861 3.351 -3.032
O -5.083 3.124 -3.757
C -4.052 0.237 -0.993
N -3.687 -0.958 -1.608
C -3.701 -2.247 -0.896
C -3.975 -3.450 -1.764
C -5.182 -3.591 -2.431
C -5.373 -4.711 -3.242
C -4.375 -5.662 -3.379
C -4.578 -6.866 -4.277
C -3.154 -5.509 -2.712
C -2.960 -4.401 -1.906
H 1.620 -5.627 0.939
H 2.782 -4.266 0.760
H 1.303 -4.084 1.740
H 0.835 -3.007 -0.410
H -0.037 -4.521 -0.338
H 2.129 -5.537 -1.470
H 0.890 -4.793 -2.465
H 3.368 -3.360 -1.443
H 3.259 -4.106 -3.025
H 2.829 -1.773 -3.364
H 1.834 -1.617 -1.936
H 0.989 -3.391 -4.270
H -0.025 -2.616 -3.064
H 1.518 -0.622 -4.564
H 0.576 -1.579 -5.668
H -0.425 0.638 -4.505
H -0.686 -0.476 -3.158
H -2.403 -0.140 -5.486
H -1.600 -1.689 -5.642
H -3.689 -2.047 -4.392
H -2.297 -2.449 -3.439
H -3.117 1.123 -3.866
H -5.025 2.993 -1.391
H -3.290 3.168 -1.117
H -4.766 2.913 -4.644
H -4.398 0.373 0.017
H -4.498 -2.168 -0.157
H -2.763 -2.364 -0.355
H -5.939 -2.822 -2.330
H -6.308 -4.800 -3.782
H -5.575 -6.825 -4.713
H -3.851 -6.840 -5.090
H -4.439 -7.796 -3.730
H -2.370 -6.240 -2.859
H -2.021 -4.253 -1.384
C 5.328 -0.569 -0.444
C 4.464 -1.303 0.562
O 4.959 -2.609 0.816
H 5.373 -1.122 -1.383
H 4.945 0.435 -0.645
H 6.349 -0.487 -0.063
H 3.445 -1.408 0.185
H 4.424 -0.745 1.508
H 5.860 -2.535 1.158
C 9.104 1.944 0.874
C 8.207 1.220 1.858
O 8.601 -0.133 2.060
H 9.130 1.413 -0.078
H 8.751 2.961 0.699
H 10.128 1.996 1.250
H 7.188 1.157 1.479
H 8.177 1.751 2.815
H 9.499 -0.168 2.406
C 1.702 1.096 2.330
C 2.517 2.038 1.466
O 3.749 2.378 2.107
H 1.492 1.549 3.300
H 0.755 0.847 1.848
H 2.254 0.170 2.515
H 1.977 2.968 1.296
H 2.733 1.584 0.492
H 4.237 1.561 2.252
C -0.634 4.357 -6.519
C -0.040 4.002 -5.170
O 0.972 2.999 -5.282
H -1.055 3.470 -6.997
H -1.418 5.108 -6.417
H 0.134 4.753 -7.187
H -0.805 3.592 -4.510
H 0.378 4.892 -4.689
H 1.667 3.345 -5.853
C 3.608 4.185 5.089
C 2.581 5.026 5.823
O 1.403 4.277 6.125
H 3.188 3.787 4.166
H 4.495 4.771 4.845
H 3.917 3.332 5.701
H 2.261 5.863 5.204
H 3.001 5.431 6.749
H 1.663 3.540 6.686
C 7.204 -3.739 3.846
C 8.184 -4.012 2.719
O 8.178 -2.970 1.748
H 6.193 -3.623 3.451
H 7.203 -4.552 4.573
H 7.462 -2.813 4.366
H 7.914 -4.927 2.194
H 9.197 -4.137 3.116
H 8.430 -2.144 2.185
C -6.633 -5.332 0.813
C -5.370 -5.647 1.586
O -4.546 -6.515 0.811
H -7.181 -6.244 0.580
H -7.297 -4.657 1.357
H -6.351 -4.871 -0.137
H -5.583 -6.148 2.529
H -4.819 -4.724 1.813
H -4.370 -6.033 -0.004
C -4.327 1.945 3.509
C -2.857 1.574 3.481
O -2.235 1.942 2.247
H -4.861 1.467 2.686
H -4.786 1.644 4.451
H -4.454 3.024 3.395
H -2.732 0.496 3.579
H -2.327 2.053 4.309
H -2.321 2.896 2.158
C -4.617 5.259 6.307
C -5.455 4.488 7.308
O -4.952 3.168 7.508
H -4.591 4.727 5.354
H -5.019 6.259 6.138
H -3.587 5.357 6.657
H -6.476 4.374 6.946
H -5.493 5.015 8.267
H -4.056 3.244 7.849
C -8.368 5.005 0.353
C -7.128 4.422 -0.295
O -6.693 3.229 0.367
H -8.178 5.227 1.403
H -8.677 5.922 -0.149
H -9.197 4.295 0.311
H -6.301 5.128 -0.237
H -7.315 4.203 -1.353
H -7.413 2.592 0.319
C 5.727 5.186 -0.689
C 4.714 6.012 0.082
O 3.553 5.252 0.404
H 5.282 4.800 -1.608
H 6.604 5.781 -0.948
H 6.055 4.329 -0.094
H 4.375 6.856 -0.517
H 5.160 6.406 1.002
H 3.837 4.508 0.948
C -3.066 -3.604 4.274
C -2.043 -3.719 3.161
O -2.309 -2.796 2.099
H -4.071 -3.783 3.889
H -2.863 -4.326 5.066
H -3.052 -2.603 4.712
H -2.069 -4.712 2.715
H -1.034 -3.545 3.547
H -2.278 -1.908 2.470
C 4.154 0.961 -4.098
C 4.533 2.189 -3.293
O 4.099 3.385 -3.931
H 4.598 1.005 -5.094
H 4.495 0.050 -3.602
H 3.070 0.905 -4.224
H 5.615 2.258 -3.189
H 4.095 2.140 -2.289
H 3.139 3.332 -3.998
*
```

Here are the Mulliken charges for atoms 1 to 4, given in e:
1. C -1.56
2. C 0.63
3. C -0.89
4. C -0.77



Record 2
The following is a quantum chemistry calculation of a molecular structure, C28H33ClCrN2O2, from the Open Molecules 2025 dataset.

Molecular weight (g mol⁻¹): 517.0
Calculated total energy (eV): -77589.7051

Geometry as ORCA input:
```
! RIJCOSX wB97M-V def2-TZVPD def2/J DEFGRID3
* xyz -1 4
Cr -0.306 -0.002 0.256
Cl -2.349 0.036 1.090
N -0.053 1.932 -0.407
N -0.094 -1.947 -0.406
C -0.677 2.676 -1.308
C -0.711 -2.694 -1.312
C 0.890 2.800 0.327
C 0.978 4.017 -0.578
C 2.261 2.170 0.497
C 0.307 3.182 1.685
H 2.660 1.923 -0.496
H 2.230 1.277 1.131
H 2.908 2.917 0.972
H -0.699 3.605 1.562
H 0.958 3.932 2.148
H 0.247 2.310 2.342
C 0.793 -2.833 0.377
C 0.893 -4.059 -0.513
C 0.131 -3.179 1.709
C 2.179 -2.262 0.613
H 2.624 -1.998 -0.354
H 2.779 -3.051 1.082
H 2.161 -1.392 1.279
H -0.856 -3.628 1.538
H 0.019 -2.279 2.322
H 0.760 -3.903 2.238
O -0.181 -3.909 -1.470
H 0.761 -5.012 0.013
H 1.845 -4.092 -1.061
O -0.129 3.876 -1.501
H 1.914 4.034 -1.156
H 0.869 4.974 -0.054
C -1.918 2.425 -2.102
C -1.929 -2.443 -2.143
C -1.831 -1.215 -3.005
H -2.771 -2.319 -1.431
H -2.120 -3.344 -2.738
C -2.044 -0.007 -2.356
C -1.827 1.210 -2.984
H -2.446 -0.016 -1.343
C -1.647 1.235 -4.373
C -1.551 0.015 -5.053
C -1.626 2.540 -5.106
C -1.653 -1.215 -4.394
H -1.420 0.024 -6.140
C -1.641 -2.508 -5.148
H -1.569 -2.319 -6.223
H -2.565 -3.076 -4.972
H -0.803 -3.157 -4.860
H -2.551 3.108 -4.927
H -1.547 2.367 -6.184
H -0.787 3.181 -4.801
H -2.133 3.333 -2.676
H -2.733 2.279 -1.364
C 0.546 0.011 1.907
C 0.987 0.020 3.081
C 1.221 -0.008 4.457
C 0.929 -1.165 5.212
C 0.962 -1.099 6.601
C 1.318 0.098 7.239
C 1.698 1.216 6.486
C 1.671 1.164 5.098
H 0.647 -2.079 4.692
H 0.709 -1.982 7.189
H 1.343 0.143 8.330
H 2.018 2.136 6.980
H 1.953 2.021 4.486
*
```

Here are the Mulliken charges for atoms 1 to 4, given in e:
1. Cr 0.15
2. Cl -0.58
3. N 0.42
4. N 0.42



Record 3
The following is a quantum chemistry calculation of a single C2H3ClO2S molecule, from the Open Molecules 2025 dataset.

ΔE to the lowest compared entry with this formula, charge and spin (kcal per mole): 52.1
Molecular weight (g mol⁻¹): 126.6
Calculated total energy (eV): -29572.4562

Geometry as ORCA input:
```
! RIJCOSX wB97M-V def2-TZVPD def2/J DEFGRID3
* xyz 0 1
C 0.241 0.590 -0.940
C -0.502 0.136 0.186
O 1.521 -1.286 0.736
O -0.154 0.525 1.403
S 0.541 -1.179 -0.382
Cl -2.431 -0.508 0.056
H -0.252 0.465 -1.997
H 0.889 1.580 -0.838
H 0.147 -0.324 1.777
*
```

Here are the Mulliken charges for atoms 1 to 4, given in e:
1. C -0.56
2. C 0.50
3. O -0.63
4. O -0.42